Formula: C5H11N
Source: the Open Molecules 2025 dataset
Level of theory: the ωB97M-V functional and the def2-TZVPD basis

The value obtained for the total energy is -6853.0334 eV. The spin multiplicity is 1. The HOMO energy comes out at -7.82 eV. The total charge is 0. Its SMILES is CC/C(C)=C/N. The calculation puts the max |F| at 0.014 hartree/bohr.

XYZ file:
```
17
C5H11N, DFT the ωB97M-V functional and the def2-TZVPD basis
C 1.3228 -0.9055 -1.5529
C 1.3250 -0.3210 -0.1405
C -0.0067 0.1691 0.3678
C -1.1490 -0.4153 0.0160
N -2.4494 0.0037 0.3605
C 0.0225 1.4360 1.1844
H 2.3259 -0.8875 -1.9796
H 0.7070 -0.2780 -2.1908
H 0.8764 -1.8914 -1.5643
H 2.0219 0.5104 -0.0575
H 1.7237 -1.0552 0.5720
H -1.1253 -1.2511 -0.6817
H -2.5611 0.2844 1.3253
H -3.1376 -0.7078 0.1668
H -0.9856 1.7728 1.4345
H 0.5581 1.3225 2.1313
H 0.5315 2.2137 0.6086
```